The following is a quantum chemistry calculation of a structure of composition C16H14ClMnN3O4S2, from OMol25.

Structure (XYZ):
```
41
Properties=species:S:1:pos:R:3
Mn -0.98 0.67 -1.24
S -1.60 2.16 -3.19
C -0.81 3.06 -1.98
N -0.05 2.34 -1.14
C 0.49 3.12 -0.14
C 1.32 2.69 0.89
C 1.73 3.61 1.84
C 1.32 4.95 1.76
C 0.50 5.39 0.74
C 0.10 4.47 -0.22
S -0.92 4.74 -1.62
H 1.63 1.66 0.93
H 2.37 3.29 2.64
H 1.65 5.65 2.52
H 0.18 6.41 0.68
Cl -4.17 -2.20 0.54
C -4.26 -0.44 0.37
C -2.98 0.06 -0.24
O -2.48 1.17 0.11
O -2.36 -0.61 -1.11
H -4.44 0.02 1.34
H -5.09 -0.21 -0.30
O -1.52 -3.79 -0.25
C -0.37 -4.58 -0.22
N 0.40 -4.42 0.99
C 1.33 -3.48 1.25
O 1.98 -3.43 2.26
C 1.53 -2.42 0.19
C 2.81 -2.15 -0.30
C 2.98 -1.11 -1.20
C 1.88 -0.36 -1.56
N 0.65 -0.58 -1.06
C 0.49 -1.60 -0.22
H -2.22 -4.17 0.30
H 0.23 -4.24 -1.08
H -0.60 -5.64 -0.34
H 0.23 -5.05 1.76
H 3.64 -2.76 0.03
H 3.95 -0.89 -1.62
H 1.97 0.47 -2.26
H -0.52 -1.81 0.13
```

Results
Total charge: +1
DFT total energy, eV: -94989.129
Multiplicity: 5